Here is C33H47N10S2Ti as an isolated structure from OMol25. Energies are from wB97M-V/def2-TZVPD.

XYZ file:
```
93
Properties=species:S:1:pos:R:3
Ti -0.61854 -0.68909 0.89973
C 2.82489 -2.81924 -0.99044
C 1.36235 -2.57115 -1.36196
N 0.38482 -2.58488 -0.25942
C 0.33054 -3.82003 0.52353
C 1.09299 -3.65904 1.82525
N 0.63003 -2.52041 2.62235
C 1.63841 -2.24889 3.64829
C 1.56995 -0.89714 4.37033
C 0.77887 0.22848 3.72437
N 1.08542 0.50814 2.31517
C 2.46419 0.94226 2.05864
C 3.44569 -0.14379 1.60545
N 2.78244 -1.11930 0.76901
C 3.55285 -1.64996 -0.33345
H 3.34844 -3.07118 -1.91799
H 2.89717 -3.70960 -0.36182
H 1.08055 -3.34161 -2.09502
H 1.24461 -1.60296 -1.85906
H -0.51563 -2.43388 -0.71012
H 0.74721 -4.67106 -0.03388
H -0.71625 -4.05288 0.72678
H 2.13637 -3.46110 1.58674
H 1.05791 -4.60244 2.39221
H -0.27606 -2.75410 3.02353
H 2.59840 -2.31359 3.13551
H 1.64852 -3.04802 4.40388
H 2.59971 -0.56615 4.54082
H 1.14263 -1.03039 5.36768
H 0.95529 1.13125 4.32791
H -0.29071 0.03149 3.78936
H 0.50597 1.29298 1.99381
H 2.87530 1.44350 2.94570
H 2.39530 1.68698 1.26663
H 3.91069 -0.64913 2.46152
H 4.25789 0.37867 1.07393
H 1.91355 -0.73389 0.41703
H 4.52116 -1.99311 0.04550
H 3.77666 -0.88024 -1.09486
S -2.25841 0.69270 2.23580
C -2.77184 -0.87203 2.77006
S -2.50957 -2.19160 1.66813
C -3.28973 -1.08000 4.04204
C -3.47772 -0.01084 4.95922
N -3.61760 0.85413 5.70977
C -3.63208 -2.38136 4.50507
N -3.90805 -3.42349 4.91627
C 2.59512 3.31025 -2.72329
C 1.86229 2.00692 -2.49575
N 1.43360 1.93082 -1.10784
C 0.88897 3.04389 -0.47652
N 0.30958 2.85696 0.65634
C -0.34721 3.97564 1.30296
C -0.79804 5.02834 0.30422
C 0.40595 5.43978 -0.51935
N 1.07403 4.27161 -1.07460
C 1.63503 4.43629 -2.40253
H 2.93226 3.39106 -3.75775
H 3.46992 3.36965 -2.06977
H 2.50354 1.14639 -2.70002
H 1.00927 1.94843 -3.18172
H 0.83055 1.11375 -0.93473
H 0.32199 4.43651 2.04420
H -1.20044 3.58916 1.86617
H -1.23091 5.89636 0.80483
H -1.55611 4.59751 -0.35381
H 1.10376 6.01875 0.09966
H 0.10817 6.08045 -1.35391
H 2.14962 5.40144 -2.42829
H 0.83610 4.47175 -3.15742
C -4.47357 -3.69686 -3.34525
C -3.30838 -4.41012 -3.10130
C -2.28709 -3.83650 -2.33657
C -2.53039 -2.57106 -1.87749
C -3.64832 -1.81056 -2.07839
C -4.64833 -2.41100 -2.84218
N -0.91179 -0.06702 -0.76659
C -1.36439 0.69610 -1.78639
C -2.06389 1.90638 -1.55275
C -2.49307 2.70369 -2.59860
C -2.27625 2.33544 -3.92428
C -1.63383 1.13000 -4.17938
C -1.18975 0.32724 -3.14175
H -5.26156 -4.15002 -3.93394
H -3.19298 -5.41173 -3.49973
H -1.36702 -4.36876 -2.12437
H -3.73539 -0.81306 -1.66721
H -5.56868 -1.87500 -3.04247
H -2.24428 2.18742 -0.52190
H -3.01740 3.62842 -2.37774
H -2.62395 2.96048 -4.73754
H -1.47694 0.80689 -5.20337
H -0.69436 -0.61512 -3.35085
```

Summary:
gap between HOMO and LUMO (alpha / beta): 6.506 / 6.703 eV
lowest unoccupied orbital energy (alpha / beta): 0.0861 / 0.0839 hartree
HOMO level (alpha / beta): -4.1617 / -4.4201 eV
electronic energy: -94672.1782 eV
total charge: -1
spin multiplicity: 3

Here is one molecule with the formula C3H6OS2 at a distorted geometry from OMol25. Energies are from wB97M-V/def2-TZVPD.

XYZ file:
```
12
Properties=species:S:1:pos:R:3
C 1.60241 -0.10700 0.02001
C 0.43348 -0.12217 0.57175
C -0.86505 -0.31026 -0.19222
O -0.70740 -0.49538 -1.59129
S -2.10044 -1.42983 0.31228
S -1.71562 1.64461 0.11759
H 2.68284 -0.02331 0.43728
H 1.63927 -0.08339 -1.12879
H 0.28637 -0.14148 1.59525
H 0.16905 -0.25618 -1.91699
H -2.23048 -0.81392 1.48826
H -1.61768 1.97188 -1.16536
```

Summary:
gap between HOMO and LUMO (alpha / beta): 6.128 / 6.340 eV
lowest unoccupied orbital energy (alpha / beta): 0.0236 / -0.1005 hartree
HOMO level (alpha / beta): -5.4862 / -9.0750 eV
electronic energy: -26920.6206 eV
spin multiplicity: 3

Here is one molecule with the formula C6H7ClN2O3 at a distorted geometry from OMol25. Energies are from wB97M-V/def2-TZVPD.

XYZ file:
```
19
Properties=species:S:1:pos:R:3
C -0.20564 -0.12990 1.55370
C 0.87089 0.90048 1.34464
C -1.41283 0.11681 0.69751
C 1.71554 0.68277 0.32960
C -1.35118 0.62616 -0.53752
C 1.58061 -0.53023 -0.43861
N -2.43664 0.84592 -1.33926
N 0.92316 -1.55318 0.04691
O 0.34331 -1.43919 1.30239
O 0.80590 -2.63789 -0.55676
O 2.14572 -0.68974 -1.64571
Cl 2.95981 1.77155 -0.14616
H -0.48250 -0.20009 2.60789
H 0.90174 1.77885 1.96260
H -2.35243 -0.24433 1.08611
H -0.42658 1.00442 -0.95198
H -2.27444 0.94663 -2.32555
H -3.29011 0.37229 -1.09156
H 1.98566 -1.62132 -1.89823
```

Summary:
gap between HOMO and LUMO (alpha / beta): 8.358 / 8.359 eV
lowest unoccupied orbital energy (alpha / beta): 0.0099 / 0.0099 hartree
HOMO level (alpha / beta): -8.0871 / -8.0881 eV
electronic energy: -27976.3588 eV

Asked for ΔE to the lowest compared entry with this formula, charge and spin across the records above, the calculation gives 2.745, 1.562, 3.953 eV in order.